This record from the Open Molecules 2025 dataset describes a cluster of 11 separate species, C32H76O16S6 in total in a non-equilibrium geometry. The level of theory is ωB97M-V with the def2-TZVPD basis set.

For the lowest unoccupied orbital energy, the calculation gives -0.1 eV. For the gap between HOMO and LUMO, the calculation gives 8.59 eV. Its largest force on an atom is 2.6 eV/A. The total energy is -4857.57119 a.u. The charge is 0.

```
130
Properties=species:S:1:pos:R:3:forces:R:3
C 0.5687 2.4626 3.7393 1.074 0.176 -0.556
S -0.1471 3.8140 2.7716 0.012 0.019 1.714
O -1.5543 3.8093 3.2579 0.689 0.951 0.309
C 0.6977 5.1549 3.7011 0.971 -0.347 0.037
H 0.1934 2.5389 4.7566 -0.037 -0.026 -0.043
H 1.6602 2.5490 3.6976 -0.016 0.153 0.259
H 0.3994 1.4673 3.3278 -0.639 0.345 -0.015
H 1.7389 4.8358 3.8059 0.018 0.092 -0.112
H 0.3209 5.2699 4.7170 -0.456 -0.235 -0.159
H 0.7209 6.1236 3.2048 -0.395 -0.135 -0.261
C -4.0162 -1.0071 3.7027 0.812 -0.567 -0.287
S -3.6008 -2.6753 4.3479 0.357 0.051 -0.289
O -3.2077 -3.4632 3.1270 0.025 0.660 0.756
C -2.0499 -2.2688 5.2619 0.986 -0.136 -0.562
H -3.0993 -0.6550 3.2293 0.011 0.188 0.136
H -4.3703 -0.3047 4.4525 -0.032 -0.125 0.104
H -4.7249 -1.1640 2.8902 -0.283 -0.073 0.250
H -1.3873 -1.5136 4.8234 -0.719 0.534 -0.157
H -1.3689 -3.1200 5.1576 -0.659 -0.546 0.120
H -2.1692 -2.0728 6.3256 -0.449 0.062 -0.060
C 4.0472 -3.7388 0.2360 0.816 0.932 -0.355
S 2.7769 -5.0109 0.5573 0.786 -0.785 -0.705
O 1.8717 -4.6511 1.6808 0.247 0.712 -0.147
C 1.8535 -4.6692 -0.9684 -0.785 -0.079 1.195
H 4.8174 -3.5569 0.9913 -0.756 -0.258 0.768
H 3.6114 -2.7804 -0.0588 -0.266 -0.037 0.305
H 4.7424 -3.9700 -0.5816 -0.719 -0.726 -0.361
H 0.9370 -5.2547 -0.8734 0.122 -0.174 -0.027
H 2.3483 -4.9717 -1.8851 0.264 0.371 0.010
H 1.5318 -3.6344 -0.8313 0.215 0.157 -0.709
C -2.5240 7.1824 0.4420 0.028 -0.958 1.102
S -2.4350 5.3780 0.6402 0.237 -0.856 -0.876
O -3.3173 4.6651 -0.3405 -0.095 1.266 0.494
C -0.8043 5.1929 -0.1431 -0.231 0.325 0.139
H -3.3837 7.4409 1.0601 -0.488 0.282 -0.810
H -2.5027 7.4348 -0.6125 -0.171 0.427 0.108
H -1.7113 7.5547 1.0707 0.376 0.142 -0.550
H -0.9744 5.4011 -1.2007 0.126 0.312 0.042
H -0.4300 4.1771 -0.0641 -0.194 -0.106 0.226
H -0.1245 5.8887 0.3502 0.230 -0.029 -0.281
C 2.0293 -1.5750 6.5941 0.284 0.501 0.623
S 1.9984 -0.9448 4.8975 -0.109 -0.451 -0.648
O 0.7062 -0.2247 4.6517 0.067 -0.150 0.598
C 1.8752 -2.4353 3.8647 -0.984 -0.460 -0.570
H 2.1910 -0.7055 7.2395 -0.394 0.293 -0.315
H 2.9439 -2.1268 6.8217 -0.182 -0.509 -0.594
H 1.1252 -2.0681 6.9455 -0.009 -0.230 -0.369
H 1.0614 -2.3380 3.1362 0.095 1.071 0.114
H 1.4635 -3.3602 4.2764 0.989 -0.077 0.763
H 2.7444 -2.5447 3.2225 0.315 -0.348 0.505
C -0.3094 -1.0930 1.2848 -0.305 0.249 0.037
S -0.6543 -0.1082 -0.2133 -0.703 -0.173 0.621
O -0.3559 -0.9741 -1.4003 0.638 0.418 0.381
C 0.6624 1.1006 0.1706 0.318 -0.243 -0.842
H -1.1674 -1.6479 1.6677 -0.186 -0.107 -0.579
H -0.0776 -0.3922 2.0882 0.448 -0.135 -0.042
H 0.4857 -1.7927 1.0283 0.195 0.123 0.169
H 1.6292 0.5936 0.2083 -0.020 -0.063 0.366
H 0.3981 1.6030 1.0992 0.006 -0.227 0.038
H 0.7726 1.8726 -0.5920 -0.459 -0.267 -0.011
O 3.2350 4.2926 -2.7314 0.322 0.412 0.932
C 2.3543 3.7915 -2.0714 0.164 -0.432 -2.169
O 2.4111 3.4763 -0.7920 0.178 -0.499 0.779
C 3.6228 3.7676 -0.0275 -0.846 0.382 -0.659
C 3.2444 4.9848 0.7653 -0.267 0.037 0.851
C 1.1419 3.2483 -2.7856 -0.781 0.721 -0.533
H 4.4415 3.9048 -0.7310 0.059 0.026 0.128
H 3.7739 2.9093 0.6233 0.100 -0.096 -0.137
H 4.0291 5.3069 1.4525 0.065 0.196 -0.257
H 2.3877 4.7069 1.3884 0.067 -0.022 0.029
H 2.8659 5.7878 0.1345 0.479 0.123 -0.118
H 1.1903 3.5200 -3.8399 0.797 -0.465 -0.087
H 0.1838 3.7416 -2.5997 0.111 -0.298 1.092
H 1.0816 2.1704 -2.6508 -0.211 0.025 -0.065
O -5.2785 -3.8077 0.3146 -0.602 0.346 -0.535
C -4.9042 -2.6650 0.2184 1.114 -1.620 1.104
O -5.6783 -1.5924 0.3716 -0.071 1.026 -0.059
C -7.0782 -1.7553 0.4778 -1.514 -0.550 -0.765
C -7.7534 -0.5252 1.0214 1.921 -0.029 1.744
C -3.4317 -2.3114 0.1383 -1.120 0.124 -0.789
H -7.3467 -2.6335 1.0659 0.308 -0.080 -0.030
H -7.5229 -1.8716 -0.5183 0.457 -0.486 -0.099
H -8.8128 -0.7131 1.1587 -0.198 0.490 -0.687
H -7.3530 0.3445 0.4994 -0.967 0.169 -0.347
H -7.3779 -0.3830 2.0476 -0.109 0.040 -0.010
H -3.1600 -2.2855 -0.9201 0.068 0.419 0.015
H -2.8506 -3.1162 0.5726 -0.053 0.203 0.459
H -3.3767 -1.3280 0.6027 0.768 -0.044 -0.060
O 0.3827 -5.5702 -4.0259 0.251 0.092 0.566
C 0.5609 -4.4996 -4.5540 -1.186 -0.508 -0.264
O 0.8888 -4.4124 -5.8402 0.563 1.719 -0.795
C 1.1060 -5.5467 -6.6661 1.442 -0.672 0.906
C 2.4707 -6.1967 -6.3436 -0.779 -0.483 0.581
C 0.3125 -3.1222 -3.9689 0.349 -0.341 -0.487
H 1.2512 -5.1962 -7.6839 -0.983 0.266 -0.045
H 0.2669 -6.2084 -6.4593 0.095 -0.309 -0.643
H 3.2558 -5.4462 -6.2721 -0.034 0.078 -0.137
H 2.7337 -6.9409 -7.0957 -0.002 0.140 -0.152
H 2.4039 -6.7333 -5.3958 0.121 0.118 0.054
H -0.2040 -2.4998 -4.6978 -0.008 -0.110 -0.087
H 1.2975 -2.6706 -3.8439 -0.093 0.174 0.397
H -0.2782 -3.1498 -3.0602 0.302 -0.100 0.181
O -4.5275 2.2753 -1.8234 -0.494 -0.834 0.010
C -3.3907 2.1103 -1.4851 0.645 1.817 -0.203
O -2.9692 2.1321 -0.2163 0.670 -1.257 -0.179
C -3.9067 1.9352 0.8070 -1.173 -1.079 1.811
C -3.2478 2.0919 2.1785 0.438 0.241 -0.940
C -2.2403 2.2069 -2.4685 0.585 -1.022 -0.763
H -4.3478 0.9285 0.8295 0.248 -0.185 -0.862
H -4.7869 2.5740 0.7183 0.379 0.465 -0.174
H -2.6558 3.0108 2.1885 -1.193 -0.285 0.253
H -2.4937 1.3518 2.4742 -0.012 -0.429 -0.705
H -3.9792 1.9880 2.9789 -0.213 0.616 -0.049
H -2.4538 1.6360 -3.3751 -0.588 0.248 -0.020
H -1.2779 1.7605 -2.2113 -0.185 0.164 0.822
H -2.0480 3.2331 -2.7745 -0.349 0.160 0.217
O 4.5437 -0.4356 -5.4249 -0.701 0.311 0.045
C 5.4447 -0.8154 -4.7344 0.608 -0.240 -1.082
O 5.6126 -0.5093 -3.4533 0.567 -0.240 0.944
C 4.6026 0.2105 -2.7532 -0.325 1.018 0.579
C 3.3968 -0.6597 -2.3863 1.052 0.288 -0.013
C 6.5445 -1.7314 -5.2550 -0.453 0.324 1.498
H 4.3739 1.1305 -3.2976 -0.486 -0.362 -0.430
H 5.0390 0.6408 -1.8485 0.559 -0.619 0.020
H 2.6919 -0.5640 -3.2053 -0.469 -0.563 0.348
H 3.0186 -0.4164 -1.3934 -0.476 0.597 -0.316
H 3.7727 -1.6669 -2.1922 -0.166 -0.218 -0.678
H 7.4926 -1.4577 -4.7941 0.132 0.190 -0.382
H 6.5346 -1.7392 -6.3353 0.097 -0.176 -0.018
H 6.3138 -2.6901 -4.7827 0.008 -0.284 -0.531
```
Forces are in eV/Å.